1.
63
Properties=species:S:1:pos:R:3:forces:R:3:mulliken_charge:R:1 method="wB97M-V/def2-TZVPD" homo_energy_ev="-10.7 / -11.1" multiplicity=3 s2=2.02 total_charge=+1 largest_force_ha_per_bohr=0.055 homo_lumo_gap_ha="0.2521 / 0.2496" de_lowest_ev=1.2228
O 0.643932 0.228912 1.527573 1.3 0.5 0.9 -0.43
H -2.434434 -1.561908 -4.883411 0.0 0.1 -0.1 0.32
H 2.397528 -7.951409 -0.585130 0.0 0.0 0.0 0.22
H -0.264146 -5.463189 -0.253403 -0.1 0.0 -0.1 0.31
C -2.254889 -0.567489 -5.306566 -0.4 0.1 0.3 -0.91
O -1.775810 -1.215104 -0.894528 0.2 -0.6 -0.3 -0.21
C 4.096816 -2.833590 -2.492084 0.0 0.0 0.1 -0.63
C 1.753252 -4.786269 0.212958 -1.0 1.5 0.4 1.14
N -3.399487 2.304081 -3.153163 -0.2 0.4 0.1 -0.63
C 0.088947 0.439441 2.697369 -0.3 0.3 1.1 0.24
C -1.548312 1.307192 -2.024966 -0.8 -0.7 -1.8 0.40
H 3.477987 -3.725929 0.937290 0.0 0.1 0.0 0.49
H 5.039149 -3.348439 -2.588423 0.1 -0.1 0.0 0.53
N 0.488391 -2.259533 0.420486 1.1 -2.5 0.7 0.74
H -4.009010 1.514763 -4.928870 0.0 -0.1 -0.2 0.38
H -0.939869 0.080949 -6.594286 0.0 0.0 0.0 0.31
Mo -0.166293 -0.359583 -0.094966 -0.3 0.2 -1.2 -0.30
C -2.587505 2.283560 -2.131966 0.5 -0.4 0.4 0.81
C -2.812752 3.233736 -1.004160 0.1 0.0 0.0 -1.26
H -1.252859 -3.257809 -0.073148 0.1 0.0 -0.1 0.44
C 1.781708 -2.450202 0.792002 -0.3 0.4 0.2 -0.29
O -0.850724 1.208898 -0.943663 0.0 1.8 0.4 -0.77
S 4.081282 -5.833473 -0.593464 -0.2 -0.2 0.2 -0.31
O -1.006349 -0.638570 -5.958725 0.4 0.0 -0.3 -0.53
C -2.291567 0.453657 -4.189658 0.1 0.1 0.0 0.94
H -4.863476 -1.189789 1.747533 -0.1 -0.1 0.0 0.62
H -4.263329 -0.314179 5.137618 0.1 0.0 -0.1 0.33
C 1.656100 -1.500145 -2.236986 1.0 -0.4 -0.1 0.07
N -1.633427 -0.391326 1.364810 -1.3 0.1 1.4 0.72
C -0.266213 -0.506548 -3.112813 0.8 -0.2 0.6 -0.67
H -3.060099 -0.353567 -6.015552 0.0 -0.1 0.1 0.43
C -1.375107 0.384270 -3.107644 -0.8 1.1 0.5 -0.22
C -3.877685 -0.853517 2.024659 0.1 0.0 0.0 -0.96
C 2.431955 -3.650841 0.683603 -0.1 -0.6 0.0 -1.08
H -3.800177 3.673170 -1.099968 0.0 0.0 0.0 0.39
O 0.621144 0.899694 3.673382 -0.3 -0.3 -0.5 -0.64
N 0.463738 -0.776415 -2.054553 -0.6 0.2 -1.6 0.85
I 2.688135 0.950206 -0.780318 0.2 -0.7 -0.4 0.19
H 0.032132 -0.924282 -4.074260 0.0 0.0 0.1 1.10
H -1.986488 0.244216 4.634086 0.1 0.1 0.1 0.48
H 0.915681 -7.299896 0.038655 0.0 -0.1 0.0 0.19
C 2.837196 -0.964088 -1.725844 -0.2 0.7 0.1 -0.23
H 2.983672 -4.335892 -3.527969 0.0 -0.1 0.0 0.42
O -3.981307 -1.587654 -0.903394 0.4 0.2 0.3 -0.66
C -1.350322 0.001145 2.616417 -0.3 -0.1 -0.1 0.06
C -3.268103 1.427630 -4.146611 0.3 -0.6 -0.3 -1.08
C -2.963526 -1.238244 -0.358135 -1.1 -0.2 0.1 0.38
C -2.279205 -0.045348 3.636913 0.1 0.0 -0.2 -0.48
H -2.070119 4.031936 -1.020813 0.0 0.0 0.1 0.31
C -2.875686 -0.807717 1.082734 0.0 0.1 0.2 0.27
N 1.864222 -7.159236 -0.263590 -0.4 0.2 0.2 -0.37
H 0.822361 -3.161316 -3.291016 -0.1 -0.1 0.0 0.62
H 4.942920 -1.156205 -1.445105 0.2 0.0 0.0 0.49
O -4.547653 -0.577886 4.251568 -0.2 0.0 0.1 -0.50
C -3.582589 -0.481850 3.348032 0.6 0.0 -0.5 0.91
C 0.369700 -4.633889 0.019466 0.8 -0.3 0.1 -1.08
C 2.938436 -3.389518 -3.009021 0.0 0.0 -0.1 -1.13
C 2.492463 -5.983014 -0.152425 1.4 -1.0 -0.7 0.27
C -0.195648 -3.387340 0.118819 -0.4 0.6 0.0 -0.51
C 4.051319 -1.609055 -1.844057 -0.1 0.0 0.0 -0.46
C 1.726284 -2.731349 -2.886417 -0.2 0.2 0.1 0.11
H -2.720125 2.711490 -0.051150 0.0 0.1 0.1 0.24
H 2.299920 -1.582973 1.189541 -0.1 0.0 -0.2 0.57

=====

2.
53
Properties=species:S:1:pos:R:3:forces:R:3:mulliken_charge:R:1 method="wB97M-V/def2-TZVPD" homo_energy_ev="-14.1 / -14.1" total_charge=+2 largest_force_ha_per_bohr=0.025 homo_lumo_gap_ha="0.2603 / 0.2603"
C -4.052034 1.365901 1.467449 -0.1 0.0 0.0 -0.61
C 4.893646 -1.841842 -0.616146 0.0 0.0 0.0 -0.61
C -2.732916 2.287345 -0.480518 0.0 0.0 0.1 0.61
H 5.123544 -3.812611 -1.423711 0.0 0.0 0.0 0.42
N 0.381762 0.937449 -2.394925 0.7 0.1 0.3 -0.06
C -2.562564 -0.909907 1.237235 -0.1 0.1 0.0 0.03
H 2.788448 0.153572 -4.580575 0.0 0.0 0.0 0.44
H -0.492727 -4.016247 3.499837 0.0 0.0 0.0 0.44
H 1.577854 0.447826 4.026257 0.0 0.0 0.0 0.42
C 4.429740 -3.079526 -1.033950 0.0 0.0 0.0 -0.53
C -4.346879 0.274995 2.277730 0.0 0.0 0.0 -0.49
H 5.945644 -1.600486 -0.690231 0.0 0.0 0.0 0.43
H 1.088848 -0.927348 6.009718 0.0 0.0 0.0 0.41
H 2.043895 2.328634 -5.559823 0.0 0.0 0.0 0.46
C -3.024061 1.269366 0.556138 -0.1 0.0 -0.2 0.59
N -2.253992 0.147283 0.483831 0.5 0.1 0.7 0.01
H 2.710542 -4.339290 -1.302386 0.0 0.0 0.0 0.42
C -1.253423 2.693704 -2.277347 0.1 0.1 0.0 0.59
C 2.661503 -1.235575 0.031532 0.2 0.1 0.2 0.64
H -3.659759 5.041332 -2.176524 0.0 0.0 0.0 0.46
C 3.075175 -3.380966 -0.955675 0.0 0.0 0.0 -0.71
C -3.615461 -0.889516 2.136073 -0.1 0.0 0.0 -0.83
C 1.575590 1.932884 -4.668557 0.0 0.0 0.0 -0.44
C -3.085892 4.166495 -1.901611 0.0 0.0 0.0 -0.74
C -0.048054 -3.035528 3.613077 0.0 0.0 0.0 -0.83
H -1.691613 4.398827 -3.520564 0.0 0.0 0.0 0.38
H -0.030570 -2.645671 1.508982 0.1 -0.1 0.0 0.33
H -1.951278 -1.787430 1.106228 0.1 0.0 0.1 0.62
H 4.380716 0.046340 0.262599 0.0 0.0 0.0 0.42
H 1.690715 -0.650682 -2.494642 0.0 0.0 0.0 0.48
C 0.274732 -2.557128 4.877380 0.0 0.0 0.0 -0.51
H 1.128265 -2.692479 -0.393129 0.0 0.0 0.0 0.29
C -3.482010 3.405026 -0.806647 0.1 0.2 0.0 -0.66
Te 1.406629 0.155304 1.006088 -0.2 -0.8 -0.6 0.48
C 4.010212 -0.913023 -0.077643 0.0 0.0 0.0 -0.61
C 0.212871 -2.264309 2.490612 0.0 0.0 0.1 -0.15
N -1.659129 1.992215 -1.215739 -0.5 -0.8 -0.7 -0.64
C 0.535682 2.628832 -4.062382 0.0 0.0 -0.1 -0.67
C 0.806413 -1.016364 2.642664 0.1 0.0 0.0 0.72
C 2.183776 -2.458199 -0.428220 0.0 0.0 -0.1 -0.23
C 1.994372 0.730484 -4.128406 -0.1 0.0 -0.1 -0.87
C 0.842939 -1.301326 5.024910 0.0 0.0 0.0 -0.57
H 0.089841 -3.171018 5.748791 0.0 0.0 0.0 0.43
H -4.356530 3.682343 -0.236220 0.0 0.0 0.0 0.36
C -0.062426 2.105499 -2.937205 -0.2 -0.1 -0.1 0.71
H -4.629659 2.276115 1.544827 0.0 0.0 0.0 0.41
H 0.196071 3.567803 -4.475545 0.0 0.0 0.0 0.39
H -3.839955 -1.772535 2.716916 0.0 0.0 0.0 0.43
Pt -0.586858 0.372331 -0.695272 -0.7 1.0 0.2 0.54
C -1.973254 3.812780 -2.657479 0.0 0.1 0.1 -0.57
C 1.116460 -0.524498 3.905658 0.0 0.0 0.0 -0.74
H -5.155624 0.335143 2.993212 0.0 0.0 0.0 0.47
C 1.380783 0.267675 -2.976672 0.0 0.1 0.0 0.21

=====

3.
58
Properties=species:S:1:pos:R:3:forces:R:3:mulliken_charge:R:1 method="wB97M-V/def2-TZVPD" homo_energy_ev="-19.3 / -19.4" multiplicity=5 s2=6.04 total_charge=+4 largest_force_ha_per_bohr=0.014 homo_lumo_gap_ha="0.2341 / 0.1916" de_lowest_ev=0.0859
C -1.348912 -4.630257 -0.591140 0.0 0.0 0.1 0.48
C 1.054505 -1.080491 -3.836952 -0.1 0.3 0.0 0.49
H -3.184797 3.662419 1.684087 0.0 0.0 0.0 0.47
C -1.065609 -3.316725 -1.073891 0.1 0.0 0.6 0.66
Te 1.067128 0.887475 0.659308 0.3 0.4 0.4 0.58
C -2.359711 3.101176 2.104627 0.0 0.0 0.0 -0.71
C -1.128613 2.348981 4.046766 0.0 0.0 0.0 -0.66
H -1.011926 2.302785 5.121644 0.0 0.0 0.0 0.46
C -0.565267 -2.562166 1.038360 0.0 0.0 -0.2 -0.36
C -3.643090 1.920296 -2.223041 -0.2 0.0 0.0 -0.66
H -0.266630 -1.750732 1.689442 0.0 0.0 0.0 0.36
C 2.568925 3.031269 2.087870 0.3 -0.2 0.1 -0.23
C -3.489085 -0.277862 -0.538090 0.1 0.0 -0.1 -0.21
C 3.150763 -2.040334 -4.332257 0.0 0.0 0.0 -0.31
Se -1.756234 -4.647838 -3.045744 -0.1 0.0 -0.5 0.45
C -2.522306 1.152192 -2.089770 0.1 -0.1 -0.2 0.35
H 5.734513 3.390114 3.211715 0.0 0.0 0.0 0.45
H 2.484875 -1.928352 -1.012852 0.0 0.0 0.0 0.61
H 3.604098 4.639842 3.024144 0.0 0.0 0.0 0.44
C 4.996913 1.608848 2.250489 0.1 0.1 0.1 -0.67
H 0.641249 1.199288 3.666211 0.0 0.0 0.0 0.52
H -1.420337 -5.866655 1.207002 0.0 0.0 0.0 0.52
H 1.636714 3.571152 2.013732 0.0 0.0 0.0 0.51
H 1.774196 -1.309060 -5.844479 0.0 0.0 0.0 0.52
Ru -0.534681 -0.656952 -1.602621 -0.4 -0.5 -0.4 0.55
C 2.376793 -1.798169 -2.080721 -0.2 0.0 -0.1 -0.36
C -0.826876 -3.837217 1.590621 0.0 0.0 0.1 -0.82
C 1.962804 -1.458668 -4.788140 0.2 0.0 -0.1 -0.68
H -3.381998 -1.146773 0.096610 0.0 0.0 0.0 0.53
C -1.213774 -4.883092 0.801409 0.0 0.0 -0.1 -0.47
H 4.269018 -2.651774 -2.596478 0.0 0.0 0.0 0.48
N -1.735958 -5.487262 -1.530027 0.1 0.2 0.2 -0.63
H -5.517970 0.134977 -0.011074 0.0 0.0 0.0 0.50
H -0.716387 -3.964323 2.658656 0.0 0.0 0.0 0.48
C -2.200036 3.034674 3.488730 0.0 0.0 0.0 -0.55
H -5.674547 2.106603 -1.528011 0.0 0.0 0.0 0.52
H 3.904589 -2.353581 -5.044906 0.0 0.0 0.0 0.47
N -0.665469 -2.289666 -0.254424 0.0 -0.1 0.1 0.41
C -4.752893 1.541509 -1.452913 0.0 0.0 0.0 -0.30
C -4.670168 0.443230 -0.608918 -0.1 0.0 0.0 -0.96
C 4.876629 2.919461 2.748323 0.0 -0.1 0.0 -0.45
C -0.366310 1.803892 1.844312 -0.1 -0.1 -0.1 0.13
Se -0.813338 1.527499 -2.964329 0.1 0.0 0.2 0.05
C 3.921639 0.996737 1.658229 0.0 0.2 0.0 -0.51
Se -0.709492 -0.421183 -4.320022 0.0 -0.1 0.1 0.22
C 3.357032 -2.205882 -2.970764 0.0 0.0 -0.1 -0.86
H 4.010911 -0.013200 1.282295 0.0 0.0 0.0 0.38
C -0.197219 1.726616 3.228530 -0.1 0.0 0.0 -0.28
H -3.674022 2.770961 -2.892655 0.0 0.0 0.0 0.56
C 2.715584 1.715834 1.587316 -0.3 -0.1 -0.3 0.74
N 1.237903 -1.234072 -2.511904 0.1 -0.3 -0.1 0.20
H -2.915567 3.526949 4.134977 0.0 0.0 0.0 0.46
H 5.937030 1.079960 2.335906 0.0 0.0 0.0 0.44
N -2.426460 0.077825 -1.277322 0.0 0.1 0.0 0.34
N -1.207688 -3.080520 -2.357212 -0.1 -0.1 -0.1 -0.21
C -1.447250 2.478020 1.270785 0.0 0.0 0.0 -0.21
H -1.546431 2.566508 0.193596 0.0 0.0 0.0 0.47
C 3.673239 3.625716 2.654962 0.0 0.0 0.0 -0.72

=====

4.
59
Properties=species:S:1:pos:R:3:forces:R:3:mulliken_charge:R:1 method="wB97M-V/def2-TZVPD" homo_energy_ev=-10.9 total_charge=+1 largest_force_ha_per_bohr=0.044 homo_lumo_gap_ha=0.2877 de_lowest_ev=1.0749
C -2.923615 4.382094 4.761964 -0.1 0.0 0.0 -0.40
H -3.344762 5.029326 5.520339 0.0 0.0 0.0 0.42
C 3.746171 -4.515941 1.764314 0.0 -0.2 0.0 -0.32
H 0.881797 3.182092 4.600683 0.0 0.0 0.0 0.26
C -1.845932 2.726271 2.804172 0.1 -0.1 -0.2 0.69
N 0.139820 1.523910 1.936209 -0.3 0.1 -0.2 -0.33
C -1.818149 0.550098 -1.253128 0.1 -0.1 -0.4 -0.49
N 2.408239 -2.437576 0.534495 0.2 -0.1 -0.1 -0.12
N -1.322950 0.634768 -0.089813 -0.6 1.1 0.1 0.13
Sr 0.157378 -1.001970 0.874875 1.0 0.3 -2.0 1.42
C 1.345290 -2.141202 5.372508 0.0 0.0 0.0 -0.26
C -3.738372 3.874625 3.745301 0.0 0.0 0.0 -0.82
C -0.332794 -0.420215 5.569137 0.0 0.0 0.1 -0.25
C -1.584722 4.062321 4.810268 0.0 0.0 0.0 -1.00
N 0.047848 -0.842876 -1.911336 -0.2 0.0 -0.1 -0.01
H 1.334952 -0.808660 8.488760 0.0 0.0 0.0 0.40
H 4.262779 -5.336749 2.249183 0.0 0.0 0.0 0.43
O 0.645642 -2.327009 2.639794 0.0 -0.4 1.6 -0.85
C -1.058830 3.228975 3.827769 0.3 0.1 0.2 0.35
C -3.202078 3.056384 2.775680 -0.1 0.0 -0.1 -0.43
H -0.484898 0.532997 7.486975 0.0 0.0 0.0 0.43
H 6.430340 -3.046546 1.792136 0.0 0.0 0.0 0.33
C -1.215353 1.868471 1.791150 -0.1 0.0 -0.1 0.36
H 1.831270 1.763640 3.081783 0.0 0.0 -0.1 0.42
H -2.637948 -0.006331 -3.758715 0.0 0.0 0.0 0.37
C 1.053187 -0.966924 7.454746 0.0 0.0 -0.1 -0.38
H -1.380350 -1.324505 -5.466478 0.0 0.0 0.0 0.44
H 1.839481 -2.888081 4.763239 0.0 0.0 0.0 0.44
C -1.681696 -0.456949 -3.523637 -0.1 0.0 -0.2 -0.76
C -0.057293 -1.557262 3.372799 0.0 -0.4 0.4 1.01
C 0.032210 -0.209360 6.891195 0.0 0.0 0.0 -0.76
H -2.697758 1.125776 -1.536132 0.0 0.0 0.0 0.38
C -1.133286 -0.299954 -2.265822 0.0 0.2 0.4 0.84
C 1.931028 -3.664101 0.531870 0.0 0.0 0.0 0.46
C -0.977626 -1.186830 -4.470974 0.0 0.0 -0.1 -0.29
H 5.765994 -3.617577 3.319276 0.0 0.0 0.0 0.39
H 1.665377 -1.953724 -2.520075 0.0 0.0 0.0 0.46
H -0.948042 4.448729 5.597922 0.0 0.0 0.0 0.40
H -1.138534 0.143766 5.113169 0.0 0.0 0.0 0.50
N 0.290267 2.863154 3.850365 -0.1 0.1 0.0 0.11
C 0.790102 2.029598 2.936247 -0.1 -0.1 -0.1 -0.45
C 0.248008 -1.723185 -4.125358 0.0 0.0 -0.1 -0.73
O -1.002367 -0.874618 2.887635 -0.3 -0.2 0.8 -0.90
C 2.547152 -4.751667 1.117550 0.0 0.0 0.0 -0.70
C 4.288096 -3.236654 1.803947 0.2 0.0 0.1 0.73
H 2.101098 -5.734389 1.076427 0.0 0.0 0.0 0.44
C 0.715753 -1.532350 -2.832706 -0.1 0.1 0.2 -0.32
C 3.573247 -2.239700 1.167182 -0.1 0.1 -0.2 -0.69
H -4.790179 4.126264 3.720604 0.0 0.0 0.0 0.42
H 5.615806 -1.917341 2.871856 0.0 0.0 0.0 0.39
C 5.595109 -2.936794 2.486414 -0.1 0.0 0.0 -1.52
H 2.495652 -2.527481 7.142637 0.0 0.0 0.0 0.40
C 1.707589 -1.933489 6.696640 -0.1 0.0 0.0 -0.61
Br 0.223292 -3.906421 -0.290406 0.1 -0.3 -0.1 -0.08
C 0.325264 -1.382980 4.808998 -0.2 0.1 0.0 0.18
H 0.837919 -2.283769 -4.836895 0.0 0.0 0.0 0.39
H 3.951456 -1.222413 1.161235 0.0 0.0 0.0 0.42
N -1.957613 1.495239 0.796789 0.2 -0.2 -0.2 -0.78
H -3.810966 2.655398 1.977240 0.0 0.0 0.0 0.47